The following is a DFT calculation (the ωB97M-V functional and the def2-TZVPD basis) of a structure of composition C46H56B2ClN6O5SSiTc.

Values from the calculation:
E_LUMO (spin up / spin down)   0.0878 / 0.0644 Ha
HOMO-LUMO gap (spin up / spin down)   8.401 / 7.763 eV
2S+1   4
DFT total energy   -102582.614 eV
Max |F|   0.9 eV Å⁻¹
Total charge   -1
Energy relative to the best compared isomer or geometry (same formula, charge and spin)   16.0 kcal per mole

Last column: Löwdin charge in e.
Positions of all 119 atoms, in Å:
Tc1 -0.459 0.040 0.082  1.307
C1 4.530 -2.024 0.302  -0.046
C2 4.960 -1.612 1.693  -0.365
C3 6.195 -0.707 1.609  -0.066
C4 3.890 -0.937 2.517  -0.273
C5 4.071 -0.664 3.884  -0.041
C6 2.949 0.016 4.247  -0.110
N1 2.131 0.116 3.172  -0.023
N2 2.707 -0.473 2.092  0.160
B1 0.846 0.969 3.326  -0.525
N3 -0.575 0.303 3.280  -0.020
C7 -1.284 0.142 4.408  -0.087
C8 -2.547 -0.287 4.088  -0.016
C9 -2.566 -0.353 2.690  -0.276
N4 -1.370 0.005 2.209  0.019
C10 -3.793 -0.762 1.916  -0.346
C11 -4.920 0.248 2.185  -0.052
C12 -3.628 -0.905 0.413  -0.084
N5 0.810 2.174 2.387  -0.015
C13 1.228 3.394 2.743  -0.069
C14 1.011 4.250 1.700  -0.015
C15 0.419 3.464 0.701  -0.261
N6 0.288 2.197 1.127  0.082
C16 0.031 3.991 -0.639  -0.368
C17 1.253 4.402 -1.464  -0.040
C18 -0.909 5.188 -0.473  -0.062
H1 5.394 -2.363 -0.276  0.082
H2 4.085 -1.192 -0.214  0.059
H3 3.801 -2.816 0.323  0.064
H4 5.249 -2.510 2.251  0.132
H5 5.954 0.220 1.090  0.074
H6 6.572 -0.454 2.601  0.068
H7 6.993 -1.208 1.056  0.072
H8 4.916 -0.923 4.500  0.098
H9 2.655 0.434 5.195  0.103
H10 0.946 1.377 4.455  0.106
H11 -0.829 0.342 5.363  0.120
H12 -3.356 -0.515 4.761  0.106
H13 -4.095 -1.728 2.335  0.132
H14 -4.663 1.217 1.751  0.079
H15 -5.848 -0.101 1.727  0.078
H16 -5.095 0.384 3.253  0.070
H17 -3.385 0.058 -0.020  0.026
H18 -2.857 -1.613 0.133  0.023
H19 -4.568 -1.244 -0.030  0.093
H20 1.652 3.557 3.720  0.119
H21 1.227 5.304 1.659  0.101
H22 -0.493 3.211 -1.171  0.073
H23 1.821 5.184 -0.951  0.078
H24 1.923 3.560 -1.642  0.067
H25 0.931 4.792 -2.432  0.078
H26 -0.402 5.996 0.063  0.073
H27 -1.221 5.555 -1.450  0.077
H28 -1.807 4.911 0.077  0.074
C19 -6.925 -1.450 -3.851  -0.058
C20 -6.038 -0.418 -3.205  -0.278
C21 -4.884 0.034 -3.838  -0.031
C22 -4.045 0.950 -3.220  -0.046
C23 -4.351 1.413 -1.948  -0.268
C24 -5.521 1.009 -1.323  -0.074
C25 -6.357 0.101 -1.953  -0.049
S1 -3.194 2.487 -1.116  0.468
O1 -3.953 3.171 -0.094  -0.310
O2 -2.639 3.298 -2.178  -0.315
O3 -2.181 1.570 -0.518  -0.461
H29 -6.482 -1.825 -4.773  0.070
H30 -7.907 -1.035 -4.088  0.077
H31 -7.080 -2.297 -3.181  0.077
H32 -4.635 -0.339 -4.825  0.110
H33 -3.155 1.314 -3.716  0.107
H34 -5.765 1.419 -0.352  0.102
H35 -7.267 -0.225 -1.460  0.113
C26 -1.770 -3.380 1.400  -0.210
Si1 -0.207 -2.488 0.722  0.630
C27 0.184 -3.617 -0.749  -0.251
C28 0.866 -3.211 2.149  -0.287
C29 0.631 -2.813 3.468  -0.110
C30 1.284 -3.398 4.541  -0.088
C31 2.192 -4.426 4.329  -0.108
C32 2.407 -4.876 3.038  -0.101
C33 1.745 -4.280 1.969  -0.116
H36 -1.431 -4.380 1.679  0.038
H37 -2.583 -3.496 0.682  0.024
H38 -2.166 -2.905 2.300  0.015
H39 0.340 -4.640 -0.399  0.022
H40 1.062 -3.297 -1.313  0.018
H41 -0.657 -3.638 -1.443  -0.004
H42 -0.085 -2.028 3.668  0.077
H43 1.083 -3.048 5.547  0.099
H44 2.717 -4.877 5.164  0.092
H45 3.090 -5.698 2.854  0.094
H46 1.917 -4.682 0.981  0.081
Cl1 0.044 -2.707 -4.085  0.704
C34 0.072 -0.963 -4.190  -0.593
C35 0.633 -0.425 -5.341  -0.131
C36 0.679 0.947 -5.513  -0.095
C37 0.134 1.767 -4.533  -0.064
C38 -0.418 1.210 -3.396  -0.057
C39 -0.442 -0.170 -3.167  -0.309
C40 -1.032 -0.696 -1.897  -0.210
H47 1.032 -1.094 -6.092  0.094
H48 1.120 1.366 -6.409  0.096
H49 0.145 2.844 -4.652  0.106
H50 -0.847 1.861 -2.648  0.075
H51 -1.108 -1.777 -1.918  -0.003
H52 -2.045 -0.292 -1.825  0.039
O4 1.972 -0.256 -2.026  0.116
B2 1.481 0.287 -0.829  -0.556
O5 2.426 1.210 -0.352  0.105
C41 3.463 1.209 -1.233  -0.235
C42 4.627 1.944 -1.201  0.001
C43 5.520 1.746 -2.254  -0.096
C44 5.241 0.852 -3.284  -0.096
C45 4.056 0.118 -3.307  0.011
C46 3.185 0.322 -2.262  -0.211
H53 4.828 2.637 -0.395  0.122
H54 6.449 2.302 -2.270  0.095
H55 5.958 0.725 -4.085  0.094
H56 3.817 -0.571 -4.106  0.118

The following is a DFT calculation (the ωB97M-V functional and the def2-TZVPD basis) of a structure of composition C46H56Br2DyN7O5S in a non-equilibrium geometry.

Values from the calculation:
E_LUMO (spin up / spin down)   0.0070 / 0.0070 Ha
HOMO-LUMO gap (spin up / spin down)   5.757 / 5.765 eV
2S+1   6
DFT total energy   -244277.625 eV
Max |F|   4.1 eV Å⁻¹
Energy relative to the best compared isomer or geometry (same formula, charge and spin)   53.9 kcal per mole

Last column: Löwdin charge in e.
Positions of all 118 atoms, in Å:
Dy1 1.223 -0.052 -0.370  1.150
C1 0.380 -5.621 -0.316  -0.088
N1 0.761 -4.241 -0.005  -0.202
C2 -0.287 -3.258 -0.075  -0.055
C3 1.961 -4.027 0.600  -0.187
C4 2.608 -5.034 1.404  -0.035
C5 3.738 -4.743 2.166  -0.145
C6 4.288 -3.522 2.165  -0.122
C7 3.743 -2.490 1.402  -0.073
C8 2.729 -2.750 0.470  -0.229
N2 2.556 -1.941 -0.665  -0.141
C9 3.559 -1.773 -1.571  -0.283
C10 4.890 -1.436 -1.238  -0.036
C11 5.662 -0.749 -2.183  -0.108
C12 5.250 -0.595 -3.504  -0.151
C13 4.096 -1.151 -3.920  -0.069
C14 3.253 -1.896 -3.016  -0.171
N3 2.361 -2.872 -3.469  -0.213
C15 1.928 -2.738 -4.868  -0.099
C16 2.517 -4.255 -2.973  -0.037
H1 -0.075 -6.145 0.616  0.104
H2 1.212 -6.277 -0.722  0.101
H3 -0.319 -5.615 -1.160  0.075
H4 0.128 -2.299 0.008  -0.002
H5 -0.978 -3.484 0.780  0.095
H6 -0.879 -3.324 -1.020  0.110
H7 2.146 -6.019 1.548  0.092
H8 4.134 -5.538 2.786  0.097
H9 5.175 -3.394 2.759  0.097
H10 4.034 -1.468 1.580  0.027
H11 5.299 -1.602 -0.219  0.106
H12 6.647 -0.425 -1.911  0.086
H13 5.867 -0.033 -4.228  0.103
H14 3.876 -1.027 -4.983  0.094
H15 1.632 -1.673 -5.074  0.086
H16 2.729 -3.045 -5.580  0.087
H17 1.047 -3.371 -4.967  0.072
H18 3.391 -4.713 -3.477  0.093
H19 1.586 -4.812 -3.281  0.094
H20 2.587 -4.234 -1.911  0.048
C17 2.190 9.643 1.805  -0.065
C18 1.380 8.446 1.469  -0.250
C19 0.099 8.163 2.031  -0.022
C20 -0.595 7.033 1.656  -0.115
C21 0.123 6.116 0.822  -0.743
Br1 -0.520 4.377 1.028  0.888
N4 1.235 6.377 0.207  0.039
C22 1.830 7.515 0.521  -0.103
H21 1.729 10.535 1.407  0.073
H22 3.188 9.561 1.368  0.078
H23 2.240 9.929 2.912  0.109
H24 -0.204 8.859 2.794  0.113
H25 -1.564 6.774 2.122  0.103
H26 2.715 7.734 -0.108  0.128
C23 -5.921 2.528 3.849  -0.030
O1 -4.825 1.932 3.114  -0.082
C24 -4.996 0.663 2.642  -0.209
C25 -6.255 0.139 2.254  -0.011
C26 -6.390 -1.246 2.063  -0.097
C27 -5.276 -2.029 2.161  -0.124
C28 -4.010 -1.539 2.387  -0.030
C29 -3.839 -0.164 2.539  -0.162
N5 -2.525 0.379 2.388  0.149
C30 -1.763 0.198 1.263  -0.315
N6 -2.484 0.024 0.100  0.160
C31 -2.038 -0.160 -1.215  -0.219
C32 -0.745 -0.248 -1.615  -0.246
C33 -0.481 -0.544 -2.945  -0.167
C34 -1.449 -0.528 -3.899  -0.115
C35 -2.791 -0.366 -3.567  -0.030
C36 -3.059 -0.165 -2.205  -0.187
O2 -4.362 0.029 -1.728  -0.124
C37 -5.439 -0.036 -2.661  -0.077
N7 -0.430 0.215 1.259  -0.014
C38 0.243 0.453 2.551  -0.244
C39 0.364 1.718 3.099  -0.099
C40 0.897 1.973 4.350  -0.098
C41 1.329 0.955 5.114  -0.074
C42 1.097 -0.363 4.662  0.012
C43 0.603 -0.661 3.387  -0.255
O3 0.495 -1.872 2.816  -0.104
C44 -0.034 -2.910 3.688  -0.017
H27 -6.830 2.416 3.286  0.068
H28 -5.703 3.548 4.000  0.077
H29 -5.967 2.021 4.812  0.104
H30 -7.149 0.766 2.257  0.104
H31 -7.423 -1.713 2.053  0.129
H32 -5.336 -3.195 2.018  0.144
H33 -3.197 -2.231 2.551  0.113
H34 -2.027 0.857 3.136  0.148
H35 -3.526 0.039 0.214  0.156
H36 0.573 -0.762 -3.265  0.089
H37 -1.170 -0.610 -4.947  0.101
H38 -3.642 -0.476 -4.286  0.105
H39 -5.173 -0.842 -3.416  0.090
H40 -5.500 0.865 -3.240  0.081
H41 -6.397 -0.226 -2.168  0.092
H42 0.067 2.507 2.447  -0.016
H43 0.921 3.009 4.679  0.111
H44 1.850 1.098 6.036  0.102
H45 1.306 -1.202 5.297  0.101
H46 -0.955 -2.501 4.000  0.074
H47 -0.129 -3.792 3.040  0.088
H48 0.673 -3.184 4.507  0.103
Br2 3.326 1.035 0.929  0.057
O4 -3.394 -5.718 -5.727  -0.061
H49 -2.677 -5.842 -6.369  0.040
H50 -3.791 -4.860 -5.851  0.020
C45 0.282 3.179 -2.941  -0.212
S1 1.359 2.671 -1.605  0.752
C46 2.613 3.866 -1.777  -0.253
O5 1.877 1.296 -2.009  -0.682
H51 0.017 4.199 -2.685  0.054
H52 -0.582 2.516 -2.969  0.053
H53 0.889 3.130 -3.879  0.086
H54 2.361 4.721 -1.160  0.021
H55 2.601 4.242 -2.823  0.067
H56 3.629 3.380 -1.607  0.099